[1]
C4H11NS2 | ωB97M-V with the def2-TZVPD basis set

Highest occupied orbital energy in eV: -7.72
Frontier orbital gap in hartree: 0.308
Charge: 0
Energy relative to the best compared isomer or geometry (same formula, charge and spin) in kcal per mole: 34.3

Atoms and positions in Å:
C (0.6552, -1.0131, 3.0596)
C (0.8407, -2.4989, 1.2996)
N (1.3507, -1.5108, 1.8783)
H (1.0655, -1.4989, 3.9403)
H (-0.4267, -1.1877, 3.0066)
H (0.8390, 0.0562, 3.1489)
H (1.3598, -2.9433, 0.4537)
H (-0.1298, -2.9328, 1.5761)
C (-0.5941, 1.8862, 0.9304)
S (0.3640, 1.2788, -0.4645)
S (-1.1384, 0.3269, -1.5272)
C (-0.0646, -0.1924, -2.8863)
H (-1.1961, 2.7392, 0.6345)
H (-1.1825, 1.0946, 1.3828)
H (0.1379, 2.2476, 1.6488)
H (0.5065, -1.0747, -2.6176)
H (-0.6960, -0.3865, -3.7457)
H (0.6380, 0.6069, -3.1009)

Forces on atoms 1 to 6 (eV/Å):
C -0.08 0.23 -0.49
C -0.21 -0.11 -0.38
N 0.22 -0.05 0.53
H 0.04 -0.04 0.13
H 0.04 -0.06 0.12
H -0.04 0.02 0.06

Atom charges from the Löwdin analysis, given in e for atoms 1 to 4: atom 1 (C): -0.15, atom 2 (C): -0.10, atom 3 (N): -0.08, atom 4 (H): 0.07

[2]
C20H53Ba2N7O14 | ωB97M-V with the def2-TZVPD basis set

Highest occupied orbital energy in eV: -8.90
Frontier orbital gap in hartree: 0.060
Charge: +2

Atoms and positions in Å:
Ba (9.1245, -6.1906, -4.2381)
Ba (10.7134, -9.4855, -18.6321)
C (9.1076, -6.8056, -11.8773)
C (9.3004, -7.1203, -10.5893)
C (10.1179, -8.4037, -10.2390)
O (10.3243, -8.7738, -9.0226)
C (10.7506, -9.1415, -11.2104)
C (10.4857, -8.8572, -12.6203)
C (9.6012, -7.6259, -12.9769)
O (9.1569, -7.4839, -14.1556)
O (10.9573, -9.4473, -13.6056)
O (8.7805, -6.3064, -9.7220)
H (8.6037, -5.8832, -12.1257)
H (11.4162, -9.9737, -11.0348)
C (12.5767, -2.3157, -17.1128)
O (13.6430, -2.8054, -17.0113)
N (12.3463, -1.2278, -17.7389)
N (11.4543, -2.8421, -16.6671)
H (13.1326, -0.6688, -18.0376)
H (11.3871, -0.9328, -17.8531)
H (10.7016, -2.2602, -17.0062)
H (11.3999, -3.8199, -16.4200)
C (5.7523, -3.0444, -18.8140)
O (6.6895, -2.3116, -18.6522)
N (5.5774, -4.1814, -18.1820)
N (4.6139, -2.6709, -19.4388)
H (4.8013, -4.7649, -18.4601)
H (6.3995, -4.5730, -17.7452)
H (4.5350, -1.7322, -19.8032)
H (3.8066, -3.2729, -19.3619)
C (4.3075, -11.6576, -13.3544)
C (4.1497, -11.8077, -14.9462)
C (2.8762, -12.4593, -15.5794)
O (2.5045, -13.5849, -14.8265)
C (1.9852, -14.6519, -15.6450)
N (4.3710, -10.4874, -15.5180)
H (3.3399, -11.5829, -12.8583)
H (4.9990, -10.8421, -13.1427)
H (4.6259, -12.6230, -12.9608)
H (4.9951, -12.3853, -15.3203)
H (2.8557, -12.5140, -16.6679)
H (1.9762, -11.9274, -15.2708)
H (2.7913, -15.1360, -16.1962)
H (1.2432, -14.2920, -16.3577)
H (1.5217, -15.3852, -14.9851)
H (5.0109, -9.9881, -14.9169)
H (3.4976, -10.0153, -15.3322)
C (8.3888, -17.6455, -7.4774)
C (8.5222, -16.1722, -7.2147)
C (8.9098, -15.4227, -8.5632)
O (10.2308, -15.7005, -9.0430)
C (11.2457, -15.2642, -8.1636)
N (7.1825, -15.8031, -6.7349)
H (8.1964, -18.1089, -6.5098)
H (9.3338, -18.0148, -7.8756)
H (7.5375, -17.8145, -8.1369)
H (9.3055, -15.9718, -6.4838)
H (8.7493, -14.3458, -8.5111)
H (8.2578, -15.7604, -9.3688)
H (12.2069, -15.1882, -8.6721)
H (11.3860, -16.0441, -7.4152)
H (11.2217, -14.3034, -7.6493)
H (7.0240, -16.1844, -5.8132)
H (6.3679, -16.1154, -7.2439)
C (5.5247, -0.2898, -3.1556)
C (6.6923, -0.5335, -4.1853)
C (8.1808, -0.2632, -3.6284)
O (8.3657, 1.1711, -3.6279)
C (9.4162, 1.5641, -2.8369)
N (6.6337, -1.8847, -4.6344)
H (5.6463, -0.8044, -2.2024)
H (4.5709, -0.5306, -3.6251)
H (5.6404, 0.7657, -2.9095)
H (6.4903, 0.0265, -5.0984)
H (8.9603, -0.7673, -4.1997)
H (8.1476, -0.7225, -2.6404)
H (9.5304, 0.9520, -1.9422)
H (9.1652, 2.5959, -2.5911)
H (10.3179, 1.4919, -3.4450)
H (5.6601, -2.1276, -4.5200)
H (6.7222, -1.8557, -5.6401)
O (15.8688, -9.7438, -13.6681)
H (15.7408, -9.2694, -12.8466)
H (14.9950, -10.0556, -13.9038)
O (10.2093, -13.9789, -13.5525)
H (10.7063, -13.1608, -13.5593)
H (10.3907, -14.3627, -12.6945)
O (12.5629, -4.3166, -6.5428)
H (13.4731, -4.0542, -6.4055)
H (12.2153, -3.6665, -7.1534)
O (9.8145, -13.5056, -18.0827)
H (9.6160, -13.8585, -17.2153)
H (9.9265, -14.2785, -18.6362)
O (15.3782, -7.2765, -10.2665)
H (14.5131, -7.5538, -9.9650)
H (15.7331, -6.7649, -9.5395)

Forces on atoms 1 to 6 (eV/Å):
Ba 0.11 0.14 -0.72
Ba -0.15 -0.21 0.78
C 0.93 -0.33 -4.25
C -1.00 1.16 4.05
C 0.61 -0.21 4.16
O -1.06 1.46 -1.69

Atom charges from the Löwdin analysis, given in e for atoms 1 to 4: atom 1 (Ba): 1.58, atom 2 (Ba): 1.68, atom 3 (C): 0.02, atom 4 (C): -0.36

[3]
C3N2O4 | ωB97M-V with the def2-TZVPD basis set

Highest occupied orbital energy (alpha / beta) in eV: 2.77 / -0.79
Frontier orbital gap (alpha / beta) in hartree: 0.160 / 0.282
Charge: -2
2S+1: 3
⟨S²⟩: 2.020

Atoms and positions in Å:
C (-0.2720, -1.5943, -0.1597)
C (-0.1339, -0.2423, 0.1479)
C (-1.1605, 0.8454, 0.0133)
N (-0.4916, -2.7450, -0.4060)
N (1.4539, 0.4940, 0.1899)
O (-0.9661, 1.5231, -0.9813)
O (1.7155, 1.4969, 0.8462)
O (-2.0916, 0.8487, 0.8459)
O (2.3348, -0.1296, -0.4653)

Forces on atoms 1 to 6 (eV/Å):
C -0.58 -1.35 -0.09
C 3.22 0.48 0.50
C -0.78 -1.43 0.69
N 0.65 2.42 0.49
N -2.74 -1.95 -2.49
O -0.04 1.36 -1.30

Atom charges from the Löwdin analysis, given in e for atoms 1 to 4: atom 1 (C): -0.26, atom 2 (C): 0.02, atom 3 (C): -0.80, atom 4 (N): 0.04

[4]
C5H7OP | ωB97M-V with the def2-TZVPD basis set

Highest occupied orbital energy (alpha / beta) in eV: -7.57 / -7.59
Frontier orbital gap (alpha / beta) in hartree: 0.253 / 0.255
Charge: 0
Energy relative to the best compared isomer or geometry (same formula, charge and spin) in kcal per mole: 94.8

Atoms and positions in Å:
C (1.9199, -1.3359, 0.0686)
C (0.8305, -0.8056, -0.4228)
C (-1.7350, 0.1450, 0.8326)
C (-1.1819, 0.6944, -0.4670)
C (0.0801, 0.1446, -0.9704)
O (2.8507, -0.4273, 0.5455)
P (3.2243, 1.1071, 0.1502)
H (2.2682, -2.3522, 0.3352)
H (-1.7656, -0.9586, 0.9264)
H (-2.6701, 0.5530, 1.0659)
H (-1.2502, 0.4853, 1.6368)
H (-0.9654, 1.8451, -0.3239)
H (-1.8470, 0.6875, -1.3536)
H (0.2414, 0.2175, -2.0235)

Forces on atoms 1 to 6 (eV/Å):
C -0.22 0.15 0.37
C -0.28 0.37 -0.33
C -0.82 -1.92 -2.49
C -0.07 2.88 -0.06
C 0.71 -2.76 0.42
O 1.43 0.49 0.58

Atom charges from the Löwdin analysis, given in e for atoms 1 to 4: atom 1 (C): -0.22, atom 2 (C): -0.04, atom 3 (C): -0.10, atom 4 (C): -0.26

[5]
C6H13NS | ωB97M-V with the def2-TZVPD basis set

Highest occupied orbital energy in eV: -8.84
Frontier orbital gap in hartree: 0.355
Charge: 0
Energy relative to the best compared isomer or geometry (same formula, charge and spin) in kcal per mole: 19.5

Atoms and positions in Å:
C (0.3719, 1.5035, 0.8535)
C (-0.4081, 0.9348, -0.3238)
C (-1.7473, 1.5047, -0.5975)
C (0.0083, -0.1090, -1.1124)
C (1.2852, -0.8838, -0.8921)
C (1.0767, -2.2423, -0.1577)
H (-0.1366, 1.2612, 1.7944)
H (0.4313, 2.6047, 0.7845)
H (1.3743, 1.0966, 0.8199)
H (-2.1645, 1.0749, -1.5260)
H (-1.6570, 2.5670, -0.8172)
H (-2.6044, 2.1476, 1.5712)
H (-0.6372, -0.3559, -1.9586)
H (1.7493, -1.0835, -1.8700)
H (2.0372, -0.2307, -0.3491)
H (2.0526, -2.7374, -0.2748)
H (0.4490, -2.9203, -0.8004)
H (-0.2846, -1.5493, 1.1587)
H (1.2514, -1.6578, 1.8058)
N (0.5821, -2.1257, 1.1735)
S (-3.0297, 1.2006, 0.7181)

Forces on atoms 1 to 6 (eV/Å):
C -0.56 0.06 -0.73
C 0.69 -1.82 -0.58
C -0.70 0.24 -0.57
C 0.02 1.60 1.43
C 0.34 0.61 -0.33
C 0.64 0.08 -2.11

Atom charges from the Löwdin analysis, given in e for atoms 1 to 4: atom 1 (C): -0.06, atom 2 (C): -0.38, atom 3 (C): -0.53, atom 4 (C): -0.08

[6]
C4H8FNO2 | ωB97M-V with the def2-TZVPD basis set

Highest occupied orbital energy in eV: -9.32
Frontier orbital gap in hartree: 0.354
Charge: 0
Energy relative to the best compared isomer or geometry (same formula, charge and spin) in kcal per mole: 70.9

Atoms and positions in Å:
C (-0.2959, -1.3534, 0.7629)
C (-1.0086, -0.5159, -0.1458)
C (-0.1233, 0.1483, -1.1581)
C (0.8195, 1.2650, -0.8441)
H (1.1844, 0.4447, 1.0654)
H (1.2415, -0.6440, 2.4530)
H (-0.8731, -2.1168, 1.3504)
H (0.6370, -2.0859, 0.3321)
H (-1.5851, 0.1262, 0.4855)
H (-0.9318, 0.5767, -1.8521)
H (0.4981, -0.5705, -1.6222)
H (-0.5467, 2.6855, -0.0604)
N (0.4587, -0.3245, 1.5712)
O (0.4520, 2.5630, -0.5670)
O (2.0408, 1.1256, -1.0043)
F (-1.9676, -1.3240, -0.7664)

Forces on atoms 1 to 6 (eV/Å):
C 6.58 -3.13 2.02
C -1.26 -0.53 -0.41
C -2.70 1.77 -1.19
C 3.25 1.41 -0.31
H -2.79 -3.44 1.20
H -3.48 0.47 -3.62

Atom charges from the Löwdin analysis, given in e for atoms 1 to 4: atom 1 (C): -0.26, atom 2 (C): -0.42, atom 3 (C): -0.05, atom 4 (C): -0.53

Calculated values (Eh/bohr) of F_max for the records, taken in order: 0.01114; 0.11407; 0.08146; 0.08243; 0.04294; 0.14707.